7 unconnected molecules or ions with the total composition C19H32O27S7 at a distorted geometry, computed with ωB97M-V/def2-TZVPD.

Atoms and positions in Å:
H -2.126 -3.549 4.490
O -2.477 -0.604 -8.619
C -1.177 0.372 0.527
O -0.709 -3.033 7.434
S 0.187 -2.830 8.520
H -0.139 -1.862 5.232
S 0.831 -4.152 2.922
O 0.598 -1.524 8.878
O -7.153 -2.905 -3.116
H 3.545 3.287 1.218
H 0.247 0.105 -6.469
O -2.445 -0.505 -6.160
H 0.360 -5.009 11.110
O 0.857 -3.846 1.536
O -0.363 -3.567 9.822
C 1.453 2.838 0.787
C -3.869 -2.326 -5.933
H -3.297 -2.938 -5.234
H -3.170 -2.377 -2.136
H -4.900 -2.663 -5.964
H -3.631 -0.703 -2.551
H -3.746 -0.627 -4.562
O -6.656 -0.652 -3.993
O -0.688 1.366 -3.483
O 0.254 1.226 3.469
S 4.592 6.505 0.106
O 0.991 -2.819 3.779
C 1.722 -4.536 9.468
C -4.003 -1.695 -2.285
H 1.347 3.007 1.861
O -0.875 -1.966 -7.324
H 3.002 0.268 -5.125
C -0.128 0.949 1.105
H -1.274 -0.001 -0.480
O 1.698 -5.137 3.461
O -4.828 -2.185 -3.353
C -0.489 1.097 2.550
C -3.737 -0.847 -5.624
O -0.677 -4.470 3.328
H 2.249 -5.443 9.188
C -2.319 0.436 1.461
H 6.397 9.021 -1.279
O 1.514 1.585 -4.547
H -0.743 -4.220 5.382
H 1.980 0.711 0.649
O 3.230 6.865 0.285
O 5.201 5.518 0.920
H 2.758 4.393 0.130
H -0.757 -1.746 3.567
O -6.173 -1.169 -1.651
C -4.932 -1.633 -1.092
H 2.339 -3.940 10.142
O 1.297 0.386 -2.411
H 0.894 1.380 -0.606
C 2.103 0.723 -5.543
O 4.858 6.136 -1.421
S -2.155 -1.365 -7.467
C 6.239 7.968 -1.067
S 3.707 2.517 -0.997
H 0.709 3.486 0.317
H -5.089 -2.621 -0.654
C -1.049 -3.690 4.483
C 2.846 3.342 0.386
O 1.452 -3.768 8.285
C 1.017 -0.297 -5.815
S 0.575 0.725 -3.590
O -3.286 -2.463 -7.244
H 5.973 6.921 -2.967
O -1.845 0.829 2.704
O -3.476 0.437 1.170
H 2.761 2.418 -1.935
C 0.345 -4.798 10.045
H 7.198 7.469 -0.921
O 5.465 7.843 0.135
H -4.498 -0.253 -6.131
O 0.452 -0.554 -4.516
H 1.394 -1.225 -6.229
H 2.362 1.312 -6.418
H -0.171 -5.599 9.513
C 5.396 7.270 -2.116
C 1.141 1.374 0.446
H -4.584 -0.940 -0.332
C -0.282 -2.400 4.301
H 4.572 7.899 -2.458
S -6.354 -1.735 -3.129

Properties
E_LUMO: -0.71 eV
charge: 0
structure (SMILES): O=C1C=C(CCCS)C(=O)O1.O=S1(=O)OCCO1.O=S1(=O)OCCO1.O=S1(=O)OCCO1.O=S1(=O)OCCO1.O=S1(=O)OCCO1.O=S1(=O)OCCO1
frontier orbital gap: 8.0 eV



A single C19H33N3O6 molecule at a distorted geometry, computed with ωB97M-V/def2-TZVPD.

Atoms and positions in Å:
H -2.028 -0.340 -2.658
H 0.679 2.661 2.153
C 0.456 -2.296 -2.292
H -2.172 4.493 0.718
C 2.060 -1.918 -0.381
H -2.662 -1.025 -1.319
H 0.281 4.267 0.174
H 1.106 2.408 -1.927
O 0.037 -1.782 1.452
H -2.233 2.907 1.207
O -1.694 -2.382 -0.218
C -1.550 1.805 -1.314
H -2.842 -1.468 3.250
O 3.144 -0.625 1.004
C -3.801 1.739 -0.625
H -1.905 -0.254 2.414
C -0.335 -2.125 0.158
H -0.353 -1.885 4.488
O -0.377 1.124 1.290
H -2.823 -1.713 1.763
C 1.751 1.647 0.362
C 1.766 -2.809 -2.723
C 0.486 2.219 0.988
C 2.598 -1.985 -2.023
C -0.788 -2.109 2.429
H -1.723 -3.909 1.810
H 1.626 -3.817 -2.381
H 2.599 1.528 1.269
N 0.723 -1.939 -0.843
N -2.666 1.266 -1.358
C -0.038 3.332 0.463
C -1.150 3.046 -0.925
H 1.778 -2.732 -3.616
H 0.208 0.423 1.393
C 2.257 -0.581 0.308
H 3.627 -2.418 -1.757
H 3.497 2.416 -1.075
H -3.829 -0.129 -2.194
C 2.390 2.611 -0.674
N 1.787 0.485 -0.366
H 0.176 -1.222 -2.646
C -1.036 -3.471 2.620
H -3.796 2.756 -0.470
H 0.016 -0.444 3.620
O -0.454 1.164 -1.884
H -0.428 -3.072 -2.067
O 1.640 3.202 -1.808
H -3.992 1.209 0.144
H 2.353 -2.805 0.178
H 1.061 -1.876 3.597
H 2.832 -0.882 -2.036
C -2.736 -0.018 -1.902
H 1.079 0.368 -0.912
C -1.581 3.471 0.673
C -2.114 -1.368 2.645
C 0.140 -1.456 3.694
H -1.215 3.884 -1.473
H 2.600 3.670 -0.243
H -1.390 -3.725 3.471
H -4.597 1.730 -1.121
H 0.047 -4.102 2.794

Properties
E_LUMO: 0.60 eV
charge: 0
structure (SMILES): CN(C)C(=O)[C@H]1C[C@H]1[C@@H](O)[C@H](CO)NC(=O)[C@@H]1CCCN1C(=O)OC(C)(C)C
frontier orbital gap: 8.8 eV



A gas-phase ion, C19H34N2O6P (charge +1) at a distorted geometry, computed with ωB97M-V/def2-TZVPD.

Atoms and positions in Å:
C 0.760 1.278 -1.682
C -0.586 -1.884 0.075
H 1.372 4.279 -3.504
H 3.166 3.240 -1.407
H -4.567 0.836 2.596
H -2.115 -1.303 -1.347
H 0.382 4.425 -1.184
H 2.745 -2.919 -1.878
C 2.990 -2.861 0.228
O -1.961 1.766 -0.985
O -1.783 0.601 0.881
C 2.391 3.984 -1.593
C -4.178 -1.546 0.168
P -0.994 1.046 2.211
C -4.971 0.358 1.706
H -5.116 -1.986 -0.164
C 2.201 -2.966 1.532
C 1.522 -1.372 -1.211
C 2.084 -2.753 -1.027
H 1.656 -2.042 1.715
H -4.611 0.945 0.863
H -1.623 0.369 4.170
O 0.519 1.148 1.778
C -0.052 0.421 -0.909
H -6.054 0.393 1.731
H -3.996 -0.702 -0.496
C 2.352 4.414 -3.057
H -0.874 -1.515 1.049
H 1.026 3.257 -0.046
H 1.295 -3.489 -0.991
H 4.353 -1.374 -0.605
N 2.256 -0.517 -1.938
C 1.935 0.757 -2.193
C 3.969 -1.687 0.362
O -1.415 2.534 2.554
H -3.470 -1.129 2.138
H 3.318 4.880 -0.111
H 2.666 5.445 -3.151
H -5.127 -1.747 2.093
H 3.438 -0.847 0.814
C 0.295 -0.924 -0.673
C -3.071 -2.612 0.064
H -0.088 -2.826 0.240
H 2.599 1.357 -2.789
C -4.420 -1.074 1.615
H -3.518 -3.461 -0.451
H 1.519 -3.811 1.548
C 1.020 3.553 -1.096
N -1.212 -0.001 3.325
H 3.587 -3.769 0.155
O 2.721 5.146 -0.815
C -1.328 1.009 -0.360
H -2.789 -2.980 1.047
H 3.132 -0.861 -2.308
H 1.064 0.858 2.521
H -1.564 -2.985 -1.467
H 3.049 3.805 -3.632
O 0.403 2.548 -1.937
C -1.856 -2.196 -0.781
H -2.120 2.505 3.212
H 4.779 -1.927 1.039
H 2.892 -3.088 2.362

Properties
E_LUMO: -4.44 eV
charge: +1
structure (SMILES): CCCCCCc1c(CC(C)C)[nH+]cc(OC[C@@H](C)O)c1C(=O)OP(=N)(O)O
frontier orbital gap: 7.9 eV



A molecular structure, C19H34N3O3RuS, computed with ωB97M-V/def2-TZVPD.

Atoms and positions in Å:
H -6.093 1.215 -0.655
H 6.524 -0.317 -0.785
O -1.380 -2.340 0.247
C 4.955 1.837 0.055
H 5.749 0.998 1.867
H -0.366 -3.244 -2.829
H 6.759 -0.979 0.834
C 6.016 1.056 0.811
H 0.079 -3.380 1.304
H -5.241 2.497 -1.554
H -2.151 -1.696 2.536
H -4.478 0.547 0.776
H -0.412 4.766 1.053
H 2.822 1.548 0.021
H -5.835 1.075 -2.428
H -3.102 -0.377 0.106
H 1.539 -0.324 3.195
Ru -0.231 -0.268 0.196
H 0.631 -1.346 4.336
H -1.592 -3.965 1.533
S 2.169 -1.111 0.156
H 6.976 1.561 0.735
H 0.586 0.201 -3.056
C -3.246 2.975 0.656
O -0.225 -1.048 2.478
H 0.702 -3.046 -1.419
H 0.363 -1.299 -3.994
N 4.785 -0.950 0.201
H -3.808 -0.071 -3.112
H 0.576 2.582 0.607
C -1.149 -2.130 2.578
N 3.706 1.070 0.066
C -1.426 -3.100 -0.975
H 4.760 2.800 0.521
C -0.508 2.670 0.602
C -1.295 1.538 0.353
C -1.056 3.917 0.865
C -3.634 0.578 0.090
C -2.682 1.732 0.382
H -2.361 -2.829 -1.468
N -4.149 0.769 -1.256
C 0.643 -0.885 -3.025
H -2.351 0.092 -2.070
H 1.657 -1.192 -2.763
H -4.322 3.092 0.710
C -5.417 1.416 -1.482
C -0.256 -2.750 -1.860
C -3.282 0.557 -2.388
C 3.655 -0.258 0.139
C -2.434 4.072 0.901
C 0.940 -1.224 3.297
C 6.117 -0.342 0.228
H -3.081 1.522 -2.864
H 1.524 -2.086 2.969
C -0.967 -3.077 1.416
H 4.690 -1.951 0.264
H -1.046 -2.650 3.532
O -0.282 -1.330 -2.025
H -1.452 -4.167 -0.753
H -2.874 5.034 1.125
H 5.263 2.014 -0.978

Properties
E_LUMO (alpha / beta): -4.23 / -8.12 eV
2S+1: 6
charge: +2
frontier orbital gap (alpha / beta): 9.3 / 5.5 eV



| no. | energy (a.u.) |
| --- | --- |
| 1 | -5561.84902 |
| 2 | -1358.86927 |
| 3 | -1646.52187 |
| 4 | -1626.78413 |